1.
A structure of composition C6H12O2 at a distorted geometry. Source: the OMol25 dataset; level of theory: wB97M-V/def2-TZVPD.

* LUMO: -0.42 eV
* total charge: 0
* strongest force on any atom: 1.49 eV/Å
* frontier orbital gap: 7.76 eV

Each line ends with the Mulliken charge.
Cartesian coordinates (Å):
C -1.287 -0.796 0.994  -0.504
C 0.009 0.858 0.905  -0.830
C -0.896 2.035 0.623  -0.906
O -2.077 -0.914 -0.009  -0.622
H -1.509 -0.572 -1.099  0.453
H -1.731 -0.397 1.910  0.458
H -0.504 -1.547 1.153  0.320
H 0.110 0.629 1.965  0.419
H 1.037 1.020 0.592  0.423
H -1.136 2.107 -0.440  0.250
H -0.438 2.981 0.932  0.344
H -1.849 1.939 1.147  0.300
C 0.387 -0.084 -1.299  -0.453
C 1.044 -1.345 -0.967  0.214
C 2.361 -1.449 -0.788  -0.777
O -0.786 -0.047 -1.816  -0.496
H 1.023 0.779 -1.484  0.484
H 0.398 -2.214 -0.898  0.406
H 2.827 -2.395 -0.550  0.264
H 3.015 -0.588 -0.873  0.253

***

2.
A cluster of 2 separate species, C6H12O2 in total at a distorted geometry. Source: the OMol25 dataset; level of theory: wB97M-V/def2-TZVPD.

* SMILES string: CC(C)=O.CC(C)=O
* LUMO: 0.54 eV
* total charge: 0
* strongest force on any atom: 3.58 eV/Å
* frontier orbital gap: 10.18 eV

Each line ends with the Mulliken charge.
Cartesian coordinates (Å):
O -0.518 -3.318 1.995  -0.568
C 0.651 -2.900 2.051  0.723
C 1.809 -3.698 1.615  -0.927
C 0.924 -1.623 2.833  -0.968
H 1.932 -4.618 2.211  0.270
H 2.747 -3.120 1.662  0.287
H 1.623 -3.982 0.565  0.296
H 1.248 -1.966 3.830  0.265
H 0.026 -0.994 2.951  0.295
H 1.728 -1.010 2.393  0.328
O -2.004 4.322 -2.547  -0.544
C -1.479 3.261 -2.330  0.759
C -1.904 2.064 -3.077  -0.971
C -0.410 3.108 -1.281  -0.967
H -1.185 1.776 -3.862  0.259
H -2.897 2.194 -3.539  0.296
H -1.965 1.246 -2.339  0.300
H -0.360 2.108 -0.820  0.301
H -0.496 3.861 -0.479  0.310
H 0.528 3.288 -1.833  0.258

***

3.
A cluster of 2 separate species, C6H12O3 in total at a distorted geometry. Source: the OMol25 dataset; level of theory: wB97M-V/def2-TZVPD.

* SMILES string: C=C(O)C(C)=O.CCO
* LUMO: 0.32 eV
* total charge: 0
* strongest force on any atom: 1.13 eV/Å
* frontier orbital gap: 9.87 eV

Each line ends with the Mulliken charge.
Cartesian coordinates (Å):
C -0.870 -1.784 -0.454  0.041
C 0.157 -1.937 -1.568  -1.035
O -1.484 -3.002 -0.096  -0.547
H -0.793 -3.650 0.083  0.319
H -1.686 -1.134 -0.779  0.202
H -0.394 -1.327 0.427  0.128
H 0.979 -2.574 -1.244  0.326
H -0.305 -2.383 -2.446  0.325
H 0.554 -0.962 -1.834  0.261
C -1.113 2.334 -0.157  -1.258
C 0.814 1.315 1.109  0.647
C 0.201 1.617 -0.219  0.689
C 1.960 0.641 1.197  -1.006
O 0.104 1.772 2.174  -0.465
O 0.741 1.291 -1.251  -0.595
H 0.557 1.537 2.994  0.316
H -1.823 1.733 0.408  0.316
H -1.489 2.517 -1.159  0.341
H -0.988 3.274 0.377  0.400
H 2.425 0.404 2.140  0.280
H 2.452 0.318 0.299  0.316

***

4.
A cluster of 2 separate species, C6H12O4 in total at a distorted geometry. Source: the OMol25 dataset; level of theory: wB97M-V/def2-TZVPD.

* SMILES string: O=CCCCOCC=O.O
* LUMO: 0.13 eV
* total charge: 0
* strongest force on any atom: 4.94 eV/Å
* frontier orbital gap: 10.44 eV

Each line ends with the Mulliken charge.
Cartesian coordinates (Å):
O 5.117 -1.680 1.238  -0.468
C 3.926 -1.774 1.060  -0.051
C 3.084 -0.644 0.528  -0.337
O 1.746 -1.040 0.492  -0.258
C 0.884 -0.056 -0.033  -0.474
C -0.546 -0.561 0.043  -0.605
C -1.654 1.531 -0.029  0.052
C -1.694 0.220 -0.758  -0.395
O -2.700 2.095 0.303  -0.555
H 3.391 -2.739 1.209  0.338
H 3.233 0.240 1.179  0.301
H 3.463 -0.374 -0.477  0.295
H 1.012 0.879 0.542  0.329
H 1.159 0.162 -1.082  0.312
H -0.563 -1.576 -0.379  0.324
H -0.838 -0.708 1.093  0.309
H -0.783 2.179 -0.267  0.330
H -1.338 0.409 -1.785  0.309
H -2.627 -0.322 -0.556  0.246
O -4.845 1.394 -1.132  -0.687
H -4.215 1.783 -0.412  0.395
H -5.211 0.581 -0.774  0.290

***

5.
A cluster of 2 separate species, C6H12O4 in total at a distorted geometry. Source: the OMol25 dataset; level of theory: wB97M-V/def2-TZVPD.

* SMILES string: COC(C)=O.COC(C)=O
* LUMO: 0.73 eV
* total charge: 0
* strongest force on any atom: 5.76 eV/Å
* frontier orbital gap: 11.02 eV

Each line ends with the Mulliken charge.
Cartesian coordinates (Å):
O -2.388 0.023 4.370  -0.611
O -0.804 -1.487 5.183  -0.284
C -1.182 -0.376 4.628  0.753
C -1.715 -2.468 5.541  -0.228
C 0.038 0.413 4.380  -0.843
H -2.108 -2.839 4.580  -0.038
H -2.558 -2.090 6.143  0.284
H -1.247 -3.309 6.079  0.239
H 0.059 0.668 3.307  0.244
H 0.994 -0.070 4.645  0.291
H -0.058 1.345 4.962  0.245
O -5.145 -1.570 0.965  -0.559
O -3.879 -3.347 0.418  -0.340
C -5.068 -2.659 0.389  0.767
C -2.852 -2.750 1.232  -0.705
C -6.202 -3.295 -0.413  -0.937
H -1.944 -3.124 0.729  0.303
H -2.909 -3.202 2.237  0.220
H -2.767 -1.656 1.343  0.351
H -6.617 -4.208 0.045  0.271
H -5.897 -3.527 -1.447  0.283
H -6.992 -2.526 -0.444  0.295

***

6.
An isolated molecule of C6H12OS at a distorted geometry. Source: the OMol25 dataset; level of theory: wB97M-V/def2-TZVPD.

* SMILES string: COC1(SC)CCC1
* LUMO: 0.95 eV
* total charge: 0
* strongest force on any atom: 1.55 eV/Å
* frontier orbital gap: 9.57 eV

Each line ends with the Mulliken charge.
Cartesian coordinates (Å):
C -2.360 0.533 0.623  -0.854
C 0.239 -0.022 -0.143  0.756
C 1.206 -0.958 -0.886  -0.690
C 1.258 -1.808 0.404  -0.459
C 0.734 -0.585 1.195  -0.791
C 1.501 2.037 0.036  -0.744
H -3.444 0.417 0.417  0.337
H -2.074 1.549 0.531  0.283
H -2.088 0.272 1.625  0.243
H 2.168 -0.439 -1.073  0.160
H 0.856 -1.466 -1.818  0.287
H 2.255 -2.176 0.683  0.343
H 0.524 -2.651 0.409  0.228
H 1.535 -0.054 1.618  0.332
H 0.015 -0.731 1.981  0.302
H 1.590 2.093 1.133  0.283
H 2.389 1.536 -0.385  0.266
H 1.438 3.052 -0.387  0.282
O 0.328 1.389 -0.391  -0.446
S -1.453 -0.481 -0.561  -0.117